{
  "formula": "C5H10INO3",
  "method": "wB97M-V/def2-TZVPD",
  "symbols": ["C", "C", "C", "C", "C", "N", "O", "O", "O", "I", "H", "H", "H", "H", "H", "H", "H", "H", "H", "H"],
  "positions_angstrom": [[1.1078, 0.1842, 1.2429], [1.8579, -0.5984, -0.9938], [0.7572, 0.1135, -0.2182], [-0.6317, -0.5080, -0.4665], [-1.6524, 0.2911, 0.3462], [-1.9029, 1.6569, -0.0930], [-2.0773, 2.5028, 0.7829], [-2.0646, 1.8111, -1.2949], [-0.7498, -1.8887, -0.1130], [-3.6426, -0.5729, 0.1163], [1.0208, -0.8333, 1.8880], [0.4191, 0.9424, 1.8845], [2.0295, 0.6875, 1.5668], [2.4482, -1.3020, -0.2865], [2.6869, 0.0846, -1.4696], [1.5180, -1.2725, -1.8688], [0.7314, 1.1320, -0.5285], [-0.8373, -0.4012, -1.6052], [-1.2420, 0.2315, 1.3997], [0.2235, -2.2607, -0.2892]],
  "forces_ev_per_a": [[-1.49, 0.17, 4.85], [2.47, -1.52, -1.19], [0.40, -0.67, 0.35], [-0.33, 0.56, -2.38], [0.16, -2.28, 1.19], [-0.60, 1.16, -0.05], [0.52, -0.64, -0.98], [0.51, 0.46, 0.70], [3.58, -0.24, -0.37], [0.50, -0.10, 0.43], [0.29, 2.12, -1.82], [0.97, -1.72, -1.66], [0.38, -0.63, -0.95], [-0.91, 1.02, -1.10], [-1.76, -1.03, 1.08], [0.19, 1.15, 1.29], [-0.32, 0.87, -0.66], [0.14, -0.05, 1.80], [-1.45, 0.46, -1.13], [-3.23, 0.90, 0.61]],
  "homo_ev": -9.81,
  "smiles": "CC(C)[C@@H](O)[C@H](I)[N+](=O)[O-]",
  "relative_energy_ev": 0.170
}

{
  "formula": "C22H20Cl2F9N2O4SSr",
  "method": "wB97M-V/def2-TZVPD",
  "symbols": ["Sr", "Cl", "C", "C", "C", "C", "C", "Cl", "C", "S", "H", "H", "H", "F", "C", "F", "F", "C", "O", "O", "C", "C", "N", "C", "C", "C", "O", "C", "C", "C", "C", "N", "C", "H", "H", "H", "H", "H", "H", "H", "H", "H", "H", "H", "H", "H", "H", "C", "C", "O", "C", "F", "F", "F", "C", "F", "F", "F", "H", "H", "H"],
  "positions_angstrom": [[9.3602, 10.9071, 14.2872], [10.1910, 10.1659, 17.1337], [11.8566, 10.7156, 17.2541], [12.2561, 11.4227, 18.3384], [13.5569, 11.9901, 18.4571], [14.3980, 11.9470, 17.3498], [13.9728, 11.2769, 16.1425], [14.9001, 11.5768, 14.7326], [12.7062, 10.6224, 16.0675], [12.1033, 9.8831, 14.6352], [11.5527, 11.5629, 19.2190], [13.8956, 12.4751, 19.3304], [15.3605, 12.4400, 17.2295], [7.8829, 6.6812, 11.8733], [7.2248, 7.2106, 12.9547], [5.8805, 7.3011, 12.5520], [7.3246, 6.3686, 14.0291], [7.7710, 8.6430, 13.5174], [8.3783, 9.3596, 12.6850], [7.6127, 8.8205, 14.7303], [8.6668, 6.9899, 7.3410], [7.6601, 8.0389, 7.1329], [7.8619, 8.9655, 8.2215], [6.9709, 8.8450, 9.3961], [6.0914, 10.0518, 9.7574], [8.6726, 10.0107, 7.9169], [8.9841, 10.4294, 6.8079], [9.1466, 10.9414, 9.1068], [9.3758, 12.2538, 8.7865], [9.6829, 13.1449, 9.8522], [9.8797, 12.6431, 11.1107], [9.7988, 11.3108, 11.4223], [9.4473, 10.4786, 10.3981], [8.5256, 6.1227, 6.7184], [8.6712, 6.6463, 8.3952], [9.6197, 7.4409, 7.1457], [6.6255, 7.6191, 7.1296], [7.8645, 8.5296, 6.1554], [7.6245, 8.4487, 10.2266], [6.3390, 8.0134, 9.1016], [6.5178, 10.4506, 10.6659], [5.0574, 9.8013, 9.9065], [6.1447, 10.8297, 8.9543], [9.3987, 12.5304, 7.6921], [9.7260, 14.1968, 9.6875], [10.0825, 13.3206, 11.9848], [9.5099, 9.4331, 10.6331], [7.9443, 15.2489, 15.2716], [7.6565, 13.9645, 14.3229], [8.6748, 13.0921, 14.2158], [7.2876, 14.4597, 12.8764], [6.2495, 15.3311, 12.9046], [7.0557, 13.5620, 11.9023], [8.4097, 15.1473, 12.3840], [6.5353, 13.1240, 14.9393], [6.4054, 11.8816, 14.4123], [6.7896, 13.0019, 16.2669], [5.2862, 13.7422, 14.8146], [8.6216, 15.9334, 14.7789], [8.2875, 14.8664, 16.2738], [6.9951, 15.6955, 15.3819]],
  "forces_ev_per_a": [[0.24, -0.05, -0.37], [0.33, -0.01, 0.52], [1.15, 0.38, -1.87], [-0.03, 0.73, 2.75], [-0.34, -0.84, -1.97], [-0.86, -1.04, -1.68], [-1.30, 0.62, 2.26], [0.29, -0.28, -0.34], [-0.29, 0.39, 0.60], [0.31, -0.11, -0.43], [0.88, -0.30, -1.26], [0.00, 0.47, 0.92], [-0.16, 0.01, 0.64], [-0.55, 0.53, 1.48], [-0.63, 0.59, 0.62], [1.83, -0.31, 0.74], [-0.45, 0.11, -1.79], [0.16, -1.19, -0.76], [-0.81, -0.68, 0.19], [0.04, 0.35, -0.47], [0.60, -1.52, 0.89], [-1.21, 0.15, -0.98], [-0.29, 1.34, -0.90], [1.05, -1.10, 0.32], [1.36, 0.56, -0.78], [0.19, 2.62, 1.94], [-0.03, -1.31, -0.19], [-0.17, -1.93, -0.56], [0.45, 1.37, 0.00], [-0.26, -1.00, -1.45], [-0.16, -0.80, 1.76], [-0.05, 0.60, -1.68], [0.51, 1.59, 0.81], [0.05, -0.37, -0.43], [-0.05, 0.10, -0.51], [0.77, -0.05, -0.11], [0.64, 0.55, 0.06], [-0.46, -0.11, 0.71], [-1.14, 0.75, -0.45], [-0.13, -0.16, 0.22], [-0.23, 0.53, 0.29], [-0.37, -0.31, 0.13], [-0.02, -0.58, 0.67], [-0.44, -0.08, 1.49], [0.25, 0.56, -0.13], [-0.21, -0.76, -1.04], [-0.37, -0.25, 0.06], [-0.04, -2.44, -0.42], [1.01, -0.25, -0.20], [0.68, 0.36, 0.08], [1.17, 1.24, -0.34], [0.47, -0.24, -0.38], [-0.39, -0.09, 1.04], [-1.29, -0.26, 0.71], [-1.56, 1.08, 0.26], [0.09, 0.83, 0.42], [-0.50, -0.43, -0.63], [1.12, -0.93, 0.37], [0.28, -0.10, 0.07], [-0.09, 0.48, -1.28], [-1.05, 0.96, 0.40]],
  "homo_ev": -4.87,
  "relative_energy_ev": 0.243,
  "charge": -1
}

{
  "formula": "C25H18NO3S",
  "method": "wB97M-V/def2-TZVPD",
  "symbols": ["O", "N", "O", "C", "C", "C", "C", "C", "C", "C", "C", "C", "C", "C", "C", "C", "O", "C", "C", "H", "H", "H", "H", "H", "H", "H", "H", "H", "H", "H", "C", "C", "C", "C", "C", "C", "C", "C", "C", "S", "C", "H", "H", "H", "H", "H", "H", "H"],
  "positions_angstrom": [[7.2387, -3.1675, -1.0441], [7.0611, -1.9311, -1.0112], [8.0037, -1.1078, -1.0269], [5.7513, -1.4343, -0.9551], [5.5618, -0.0314, -0.9482], [4.2651, 0.4508, -0.9078], [3.1465, -0.4422, -0.8274], [1.8077, 0.1030, -0.7579], [0.6628, -0.6107, -0.8804], [-0.6288, 0.0662, -1.1181], [-1.5902, -0.6251, -2.0749], [-1.1799, -1.5894, -3.0101], [-2.0593, -2.1110, -3.9768], [-3.3931, -1.6571, -4.0278], [-3.8156, -0.6874, -3.0921], [-2.9289, -0.1830, -2.1356], [-0.9224, 1.1420, -0.5813], [3.3705, -1.8416, -0.8855], [4.6700, -2.3408, -0.9324], [6.4426, 0.6049, -0.9720], [4.1072, 1.5296, -0.9139], [1.7850, 1.2030, -0.7562], [0.6197, -1.7068, -0.8278], [-0.1396, -1.9285, -2.9709], [-1.6996, -2.8736, -4.6723], [-4.0894, -2.0653, -4.7644], [-4.8472, -0.3278, -3.1002], [-3.2723, 0.5715, -1.4274], [2.5337, -2.5371, -0.8646], [4.8863, -3.4049, -0.9479], [-3.1564, 4.0387, 3.0092], [-1.8990, 3.4418, 3.0013], [-1.7357, 2.0371, 2.9647], [-2.9310, 1.2031, 2.9191], [-4.1826, 1.8371, 2.9289], [-4.3145, 3.2264, 2.9748], [-2.7526, -0.2114, 2.8852], [-1.5089, -0.8024, 2.8862], [-0.3197, 0.0067, 2.8091], [1.1627, -0.5944, 2.3985], [-0.4826, 1.4074, 2.9691], [-3.2631, 5.1254, 3.0470], [-0.9859, 4.0421, 3.0295], [-5.0628, 1.1893, 2.9086], [-5.3029, 3.6905, 2.9878], [-3.6601, -0.8267, 2.8514], [-1.3793, -1.8844, 2.8573], [0.4270, 2.0074, 2.9833]],
  "forces_ev_per_a": [[-0.20, 1.88, 0.04], [3.02, -1.06, -0.09], [-1.31, -1.40, 0.01], [-2.11, 0.89, 0.03], [-0.21, -1.03, -0.04], [-0.50, -0.69, 0.24], [1.23, -0.45, -0.04], [-1.10, 0.20, -0.70], [0.81, 0.31, 0.11], [-0.73, 1.28, 1.05], [-0.69, 0.29, -0.54], [0.03, -0.02, 0.13], [-0.36, 0.40, 0.41], [0.65, 0.19, 0.63], [0.36, -0.37, -0.14], [0.11, -0.15, -0.15], [0.39, -1.73, -1.22], [0.66, 0.50, 0.21], [0.19, 0.74, -0.02], [-0.33, -0.07, -0.02], [-0.14, -0.31, 0.08], [-0.41, -0.54, 0.03], [0.25, 0.55, -0.17], [-0.40, 0.05, -0.18], [-0.15, 0.30, 0.20], [0.24, 0.18, 0.23], [0.33, -0.13, -0.04], [0.20, -0.17, -0.13], [0.22, 0.23, 0.06], [-0.12, 0.23, -0.01], [0.62, -0.58, -0.02], [-0.52, 0.69, 0.08], [-0.82, -1.03, 0.21], [1.13, 0.65, -0.03], [-0.39, 0.56, 0.01], [0.05, -0.66, -0.02], [0.02, -0.31, 0.13], [-0.42, 0.65, -0.26], [-1.73, 1.91, 0.37], [2.07, -1.39, -0.18], [-0.03, -0.66, -0.18], [0.11, -0.31, -0.03], [-0.32, -0.03, -0.01], [0.07, 0.27, -0.01], [0.26, -0.19, -0.01], [0.32, 0.11, 0.09], [-0.14, 0.23, -0.04], [-0.21, -0.04, -0.08]],
  "homo_ev": -2.95,
  "relative_energy_ev": 0.456,
  "charge": -1
}